Formula: C42H41CuNO4P2
Source: the Open Molecules 2025 dataset
Level of theory: wB97M-V/def2-TZVPD

Structure (XYZ):
```
91
Properties=species:S:1:pos:R:3:lowdin_charge:R:1
Cu 1.666 -0.782 2.086 0.662
C -2.642 0.464 4.364 -0.084
C -3.386 0.489 3.214 -0.126
C -3.775 1.749 2.556 -0.201
C -2.471 2.227 1.851 -0.181
C -1.785 3.219 2.769 -0.108
C -2.021 3.568 4.054 -0.089
C -2.925 2.998 5.162 -0.200
C -2.919 1.463 5.485 -0.186
C 2.945 -0.859 0.693 -0.132
H -1.830 -0.259 4.552 0.094
H -3.550 -0.410 2.596 0.091
H -4.112 2.506 3.279 0.091
H -4.608 1.652 1.842 0.111
H -1.813 1.365 1.623 0.098
H -2.718 2.653 0.859 0.112
H -0.929 3.653 2.231 0.098
H -1.433 4.421 4.427 0.094
H -3.979 3.310 5.061 0.102
H -2.545 3.438 6.102 0.099
H -2.240 1.248 6.330 0.095
H -3.909 1.238 5.918 0.110
H 3.554 -1.522 1.302 0.000
H 3.555 0.002 0.415 0.002
H 2.466 -1.436 -0.103 -0.002
P 0.118 -2.227 -3.172 1.004
P 2.125 0.338 -3.722 1.007
C -0.506 -0.627 -3.748 -0.349
C 0.372 0.326 -4.173 -0.377
C -0.478 -3.345 -4.575 -0.375
C -1.545 -2.944 -5.393 -0.106
C -1.919 -3.699 -6.516 -0.080
C -1.243 -4.893 -6.805 -0.090
C -0.199 -5.326 -5.975 -0.089
C 0.193 -4.550 -4.879 -0.104
C -1.115 -2.493 -1.835 -0.393
C -1.017 -1.669 -0.700 -0.116
C -1.980 -1.741 0.303 -0.087
C -3.045 -2.647 0.184 -0.086
C -3.113 -3.512 -0.919 -0.081
C -2.118 -3.471 -1.907 -0.087
C 2.669 0.841 -5.469 -0.361
C 2.384 -0.056 -6.516 -0.114
C 2.648 0.301 -7.837 -0.092
C 3.267 1.525 -8.123 -0.096
C 3.642 2.377 -7.075 -0.088
C 3.395 2.008 -5.745 -0.091
C 2.251 1.947 -2.834 -0.402
C 3.403 2.244 -2.073 -0.119
C 3.511 3.469 -1.413 -0.090
C 2.476 4.409 -1.492 -0.088
C 1.324 4.111 -2.229 -0.081
C 1.202 2.875 -2.877 -0.095
H -1.600 -0.450 -3.751 0.085
H 0.048 1.115 -4.873 0.086
H -2.081 -2.021 -5.165 0.091
H -2.737 -3.340 -7.150 0.104
H -1.535 -5.465 -7.687 0.102
H 0.297 -6.270 -6.200 0.102
H 1.022 -4.878 -4.254 0.098
H -0.189 -0.966 -0.619 0.086
H -1.903 -1.105 1.186 0.077
H -3.815 -2.694 0.963 0.102
H -3.938 -4.230 -1.010 0.106
H -2.141 -4.181 -2.738 0.100
H 1.925 -1.020 -6.292 0.099
H 2.377 -0.379 -8.647 0.102
H 3.485 1.794 -9.163 0.101
H 4.140 3.325 -7.295 0.102
H 3.741 2.649 -4.933 0.097
H 4.222 1.525 -2.018 0.100
H 4.411 3.711 -0.843 0.104
H 2.556 5.377 -0.987 0.104
H 0.509 4.836 -2.321 0.104
H 0.295 2.649 -3.435 0.086
O 2.270 0.072 3.888 -0.036
C 1.494 -0.789 4.429 -0.526
O 0.789 -1.606 3.690 -0.085
C 1.406 -0.854 5.946 -0.110
C 1.888 0.239 6.691 0.005
C 1.379 0.472 7.967 0.015
C 0.586 -0.475 8.628 -0.156
C 0.316 -1.687 7.959 0.017
C 0.803 -1.919 6.663 0.009
N 0.093 -0.174 9.936 -0.309
O 0.427 0.907 10.489 0.056
O -0.679 -1.014 10.460 0.059
H 2.668 0.853 6.229 0.130
H 1.624 1.423 8.410 0.117
H -0.255 -2.456 8.469 0.117
H 0.803 -2.943 6.224 0.137
```

E_HOMO (alpha / beta) ... -7.923 / -7.923 eV
DFT total energy ... -4303.65670 Ha
Spin multiplicity ... 2
<S²> ... 0.754

Formula: C42H41N2O2P2S3Tc
Source: the Open Molecules 2025 dataset
Level of theory: wB97M-V/def2-TZVPD

Structure (XYZ):
```
93
Properties=species:S:1:pos:R:3:lowdin_charge:R:1
Tc -0.795 0.482 0.885 0.832
S -0.949 2.200 -0.754 0.291
P -0.235 0.811 -2.065 0.446
C -0.074 -0.794 -1.457 -0.498
P -1.596 -1.530 -1.147 0.431
S -2.851 -0.586 0.190 0.301
C -1.139 -3.103 -0.374 -0.350
C 0.162 -3.582 -0.512 -0.098
C 0.531 -4.765 0.090 -0.100
C -0.398 -5.495 0.824 -0.104
C -1.696 -5.016 0.967 -0.101
C -2.072 -3.837 0.359 -0.116
C -2.625 -2.029 -2.560 -0.328
C -1.944 -2.583 -3.647 -0.087
C -2.638 -2.998 -4.760 -0.093
C -4.020 -2.861 -4.812 -0.096
C -4.698 -2.299 -3.735 -0.097
C -4.010 -1.883 -2.614 -0.110
C -1.272 1.043 -3.549 -0.332
C -2.627 1.317 -3.398 -0.120
C -3.453 1.341 -4.503 -0.091
C -2.934 1.077 -5.762 -0.101
C -1.585 0.788 -5.913 -0.097
C -0.755 0.767 -4.808 -0.084
C 1.431 1.270 -2.606 -0.377
C 2.371 0.264 -2.766 -0.120
C 3.680 0.584 -3.074 -0.104
C 4.046 1.911 -3.203 -0.098
C 3.104 2.918 -3.061 -0.093
C 1.792 2.599 -2.767 -0.117
H 0.884 -3.002 -1.076 0.087
H 1.550 -5.120 0.002 0.102
H -0.107 -6.427 1.291 0.094
H -2.413 -5.565 1.567 0.096
H -3.075 -3.441 0.465 0.083
H -0.867 -2.679 -3.595 0.105
H -2.105 -3.437 -5.594 0.098
H -4.561 -3.196 -5.686 0.093
H -5.774 -2.191 -3.780 0.096
H -4.525 -1.441 -1.774 0.064
H -3.014 1.528 -2.409 0.066
H -4.505 1.565 -4.380 0.100
H -3.582 1.098 -6.628 0.093
H -1.182 0.578 -6.895 0.095
H 0.299 0.543 -4.913 0.104
H 2.075 -0.765 -2.612 0.085
H 4.418 -0.202 -3.172 0.101
H 5.081 2.165 -3.392 0.095
H 3.402 3.954 -3.142 0.099
H 1.055 3.373 -2.608 0.096
C 5.324 3.011 5.688 -0.060
C 4.678 2.508 4.430 -0.280
C 5.445 1.943 3.414 -0.045
C 4.856 1.548 2.228 -0.053
C 3.494 1.711 2.054 -0.267
C 2.711 2.262 3.055 -0.044
C 3.304 2.657 4.237 -0.035
S 2.723 1.279 0.505 0.609
O 2.354 2.520 -0.117 -0.296
O 3.639 0.424 -0.213 -0.298
N 1.368 0.499 0.927 -0.212
C 1.410 -0.730 1.474 -0.416
C 2.505 -1.558 1.711 -0.005
C 2.293 -2.723 2.425 -0.074
C 1.013 -3.042 2.869 -0.096
C -0.037 -2.216 2.529 -0.125
N 0.149 -1.089 1.835 -0.056
H 6.309 2.571 5.830 0.070
H 4.715 2.792 6.563 0.075
H 5.439 4.094 5.621 0.081
H 6.511 1.824 3.554 0.106
H 5.433 1.113 1.427 0.110
H 1.650 2.366 2.882 0.109
H 2.702 3.095 5.020 0.111
H 3.471 -1.282 1.324 0.095
H 3.126 -3.370 2.655 0.100
H 0.839 -3.926 3.459 0.096
H -1.055 -2.425 2.824 0.116
C -2.381 2.583 4.484 -0.084
C -2.596 1.939 3.106 -0.702
C -3.812 0.997 3.183 -0.086
C -2.896 3.033 2.076 -0.103
C -1.395 1.117 2.704 -0.166
H -3.256 3.167 4.765 0.072
H -1.515 3.240 4.462 0.074
H -2.223 1.820 5.244 0.071
H -4.690 1.532 3.541 0.077
H -3.609 0.164 3.850 0.077
H -4.005 0.600 2.193 -0.001
H -3.736 3.648 2.397 0.074
H -3.142 2.566 1.126 0.035
H -2.023 3.663 1.924 0.071
H -0.893 0.724 3.599 0.035
```

E_HOMO (alpha / beta) ... -4.080 / -3.816 eV
Net charge ... -1
DFT total energy ... -3843.19743 Ha
Spin multiplicity ... 2
<S²> ... 0.979

Formula: C42H41NO3P2PdS
Source: the Open Molecules 2025 dataset
Level of theory: wB97M-V/def2-TZVPD

Structure (XYZ):
```
91
Properties=species:S:1:pos:R:3:lowdin_charge:R:1
Pd -0.147 2.191 -2.519 0.812
C -1.713 1.392 -3.402 -0.332
C -1.679 -0.085 -3.039 -0.307
C -0.823 -0.923 -3.984 -0.229
C 0.447 -0.237 -4.548 -0.174
C 0.963 0.952 -3.748 -0.237
C 0.852 2.322 -4.183 -0.303
C -0.292 2.751 -5.078 -0.207
C -1.558 1.885 -4.857 -0.195
C 1.559 0.009 1.665 -0.183
H -2.557 1.906 -2.907 0.083
H -2.739 -0.415 -3.077 0.098
H -1.455 -1.244 -4.826 0.112
H -0.497 -1.861 -3.505 0.083
H 1.274 -0.970 -4.516 0.111
H 0.291 0.021 -5.623 0.117
H 1.859 0.700 -3.165 0.063
H 1.772 2.894 -4.090 0.091
H 0.020 2.807 -6.125 0.110
H -0.525 3.782 -4.803 0.101
H -2.456 2.476 -5.064 0.109
H -1.585 1.065 -5.566 0.093
H 0.818 0.749 1.367 0.028
H 2.093 0.350 2.563 0.086
H 1.036 -0.918 1.907 0.065
P -1.481 -1.028 -1.178 1.149
P 2.654 -0.282 0.299 0.993
C 0.261 -1.491 -0.878 -0.331
C 1.543 -0.979 -0.959 -0.324
C -2.338 -2.526 -0.523 -0.325
C -2.711 -3.610 -1.341 -0.084
C -3.403 -4.703 -0.800 -0.085
C -3.748 -4.732 0.564 -0.075
C -3.350 -3.666 1.384 -0.070
C -2.625 -2.607 0.856 -0.074
C -2.566 0.208 -0.403 -0.355
C -2.090 1.464 -0.015 -0.130
C -2.967 2.541 0.069 -0.074
C -4.314 2.390 -0.296 -0.077
C -4.808 1.106 -0.555 -0.080
C -3.956 0.011 -0.538 -0.086
C 4.163 -1.209 0.676 -0.282
C 3.990 -2.518 1.159 -0.078
C 5.086 -3.316 1.489 -0.071
C 6.395 -2.843 1.311 -0.065
C 6.575 -1.553 0.794 -0.072
C 5.479 -0.741 0.484 -0.068
C 3.088 1.355 -0.373 -0.300
C 2.468 2.547 0.043 -0.072
C 2.938 3.770 -0.443 -0.069
C 3.883 3.816 -1.480 -0.072
C 4.322 2.613 -2.050 -0.080
C 3.938 1.394 -1.490 -0.128
H 0.262 -2.606 -0.882 0.069
H 2.166 -1.348 -1.794 0.065
H -2.475 -3.581 -2.408 0.103
H -3.686 -5.539 -1.444 0.102
H -4.313 -5.574 0.976 0.105
H -3.621 -3.668 2.445 0.107
H -2.295 -1.805 1.528 0.085
H -1.026 1.593 0.213 0.085
H -2.595 3.525 0.372 0.113
H -4.978 3.256 -0.372 0.105
H -5.867 0.956 -0.775 0.106
H -4.349 -0.997 -0.673 0.108
H 2.982 -2.916 1.250 0.111
H 4.927 -4.318 1.882 0.108
H 7.257 -3.472 1.563 0.112
H 7.590 -1.190 0.627 0.108
H 5.653 0.251 0.072 0.097
H 1.616 2.533 0.721 0.101
H 2.555 4.702 -0.034 0.111
H 4.260 4.762 -1.857 0.105
H 4.965 2.622 -2.923 0.106
H 4.298 0.470 -1.939 0.111
O -1.426 3.527 5.282 -0.324
S -0.545 2.406 5.057 0.623
O 0.829 2.524 5.487 -0.333
N -0.654 1.785 3.528 -0.067
C -1.260 0.587 3.429 -0.532
O -1.401 -0.080 2.376 -0.051
C -1.681 0.093 4.760 -0.151
C -2.251 -1.152 5.043 -0.011
C -2.487 -1.492 6.376 -0.077
C -2.104 -0.605 7.410 -0.076
C -1.506 0.628 7.113 -0.039
C -1.298 0.940 5.774 -0.215
H -2.475 -1.819 4.202 0.105
H -2.965 -2.451 6.612 0.100
H -2.273 -0.896 8.439 0.095
H -1.212 1.339 7.881 0.118
```

E_HOMO (alpha / beta) ... -5.844 / -7.735 eV
DFT total energy ... -3113.99306 Ha
Spin multiplicity ... 3
Relative energy (zero: lowest compared OMol25 entry of this formula, charge and spin) ... 34.9 kcal per mole
<S²> ... 2.009

Formula: C42H42F14O42
Source: the Open Molecules 2025 dataset
Level of theory: wB97M-V/def2-TZVPD

Structure (XYZ):
```
140
Properties=species:S:1:pos:R:3:lowdin_charge:R:1
C -2.285 3.265 -5.537 -0.088
C -0.904 3.315 -5.012 -0.301
O -0.683 1.994 -4.436 0.151
C -1.892 1.641 -4.013 -0.491
O -2.169 0.721 -3.203 0.116
O -2.820 2.462 -4.549 0.076
F -0.845 4.295 -4.100 0.095
H -2.368 2.708 -6.470 0.151
H -2.705 4.266 -5.636 0.157
H -0.238 3.537 -5.846 0.174
C -3.648 -5.281 0.611 -0.041
C -4.065 -3.976 1.216 -0.357
O -3.453 -4.049 2.469 0.145
C -3.329 -5.304 2.839 -0.550
O -3.020 -5.638 3.967 0.158
O -3.477 -6.115 1.771 0.093
F -5.384 -3.912 1.255 0.113
H -2.727 -5.148 0.043 0.129
H -4.284 -5.760 -0.134 0.148
H -3.684 -3.144 0.625 0.143
C -0.940 -2.944 -3.316 -0.064
C -0.242 -2.389 -4.604 -0.213
O 0.594 -3.551 -4.986 0.152
C 0.692 -4.368 -3.995 -0.608
O 1.447 -5.281 -3.954 0.182
O 0.124 -3.788 -2.852 0.018
F 0.444 -1.298 -4.209 0.073
H -1.772 -3.599 -3.573 0.128
H -1.327 -2.175 -2.647 0.113
H -1.060 -2.094 -5.261 0.171
C 3.627 0.068 1.569 -0.067
C 4.466 0.847 2.484 -0.421
O 3.593 1.078 3.503 0.153
C 2.307 0.988 3.056 -0.518
O 1.335 1.186 3.737 0.155
O 2.346 0.602 1.782 0.090
F 4.835 1.950 1.927 0.139
H 3.654 -0.982 1.859 0.149
H 3.980 0.066 0.538 0.145
H 5.301 0.302 2.923 0.184
C 8.873 0.735 -2.769 -0.082
C 8.431 2.158 -2.767 -0.256
O 7.056 1.970 -2.362 0.137
C 6.675 0.721 -2.547 -0.552
O 5.574 0.244 -2.360 0.159
O 7.690 0.069 -3.108 0.097
F 8.455 2.777 -3.988 0.076
H 9.331 0.363 -1.852 0.148
H 9.612 0.528 -3.544 0.150
H 9.055 2.721 -2.073 0.170
C -6.126 -1.212 -0.414 -0.066
C -4.886 -0.366 -0.083 -0.228
O -3.993 -0.622 -1.181 0.128
C -4.432 -1.737 -1.793 -0.493
O -3.862 -2.290 -2.745 0.112
O -5.596 -2.191 -1.258 0.079
F -4.261 -0.755 1.090 0.048
H -6.926 -0.598 -0.828 0.144
H -6.578 -1.553 0.518 0.142
H -5.059 0.705 0.020 0.158
C -1.619 -2.303 4.499 -0.107
C -1.291 -1.269 5.503 -0.374
O -0.254 -1.885 6.161 0.177
C -0.292 -3.184 6.071 -0.517
O 0.336 -4.031 6.719 0.134
O -1.094 -3.458 5.026 0.094
F -2.340 -1.040 6.274 0.114
H -1.096 -2.118 3.561 0.134
H -2.702 -2.354 4.388 0.148
H -1.012 -0.438 4.855 0.164
C -3.895 1.588 4.104 -0.049
C -3.038 2.714 3.586 -0.345
O -3.975 3.705 3.210 0.161
C -5.124 3.102 2.954 -0.553
O -6.075 3.573 2.392 0.182
O -5.011 1.794 3.267 0.079
F -2.403 2.281 2.521 0.124
H -4.166 1.853 5.126 0.145
H -3.457 0.590 4.119 0.141
H -2.355 2.994 4.388 0.158
C 3.166 -1.973 -2.891 -0.027
C 4.424 -2.765 -3.295 -0.331
O 4.888 -3.333 -2.116 0.136
C 4.253 -2.775 -1.009 -0.480
O 4.408 -3.095 0.146 0.157
O 3.417 -1.829 -1.493 0.041
F 5.391 -2.102 -3.944 0.090
H 2.256 -2.546 -3.066 0.106
H 2.984 -1.036 -3.418 0.121
H 4.087 -3.584 -3.931 0.163
C -3.007 4.095 -1.094 -0.090
C -3.602 5.319 -0.422 -0.374
O -4.963 5.079 -0.599 0.136
C -5.244 3.773 -0.940 -0.433
O -6.291 3.114 -0.895 0.123
O -4.018 3.162 -0.957 0.036
F -3.305 6.343 -1.149 0.116
H -2.081 3.620 -0.771 0.116
H -2.865 4.367 -2.140 0.132
H -3.375 5.601 0.606 0.162
C 0.887 4.782 4.034 -0.087
C -0.415 5.220 4.650 -0.372
O -1.222 5.566 3.485 0.158
C -0.716 4.891 2.435 -0.489
O -1.241 4.652 1.355 0.136
O 0.523 4.387 2.748 0.065
F -0.278 6.188 5.462 0.165
H 1.461 4.106 4.668 0.147
H 1.498 5.684 4.004 0.143
H -0.734 4.371 5.254 0.165
C 0.080 0.149 -0.761 -0.028
C -0.877 0.846 0.181 -0.337
O -1.239 -0.203 1.032 0.142
C -0.893 -1.401 0.522 -0.547
O -1.130 -2.501 1.018 0.123
O -0.248 -1.230 -0.585 0.108
F -1.858 1.449 -0.464 0.108
H 1.117 0.278 -0.454 0.122
H -0.031 0.581 -1.756 0.125
H -0.274 1.592 0.700 0.165
C 0.793 -5.993 0.897 -0.051
C 1.703 -4.760 0.870 -0.274
O 2.886 -5.454 1.305 0.133
C 2.921 -6.633 0.738 -0.505
O 3.922 -7.455 0.617 0.060
O 1.675 -7.031 0.530 0.092
F 1.466 -3.801 1.789 0.084
H -0.010 -5.707 0.217 0.131
H 0.395 -6.204 1.890 0.152
H 1.790 -4.281 -0.105 0.166
C 2.477 3.425 -1.031 -0.028
C 3.862 3.413 -1.596 -0.353
O 3.659 2.912 -2.870 0.162
C 2.600 2.073 -2.836 -0.480
O 2.220 1.270 -3.697 0.127
O 1.851 2.329 -1.739 0.052
F 4.626 2.709 -0.756 0.091
H 2.017 4.374 -1.304 0.143
H 2.380 3.261 0.042 0.142
H 4.238 4.435 -1.631 0.176
```

E_HOMO ... -10.045 eV
DFT total energy ... -6183.88988 Ha
Relative energy (zero: lowest compared OMol25 entry of this formula, charge and spin) ... 137.8 kcal per mole

> Which value of DFT total energy does entry 1 give?

-4303.65670 Ha

> Which value of DFT total energy does entry 4 give?

-6183.88988 Ha